No. 1
{"formula": "C16H22BClMnO2", "method": "wB97M-V/def2-TZVPD", "spin_multiplicity": 4, "lumo_energy_ha": [-0.06715, -0.02862], "homo_ha": [-0.2053, -0.2119], "charge": 0, "energy_ha": -2409.2916, "symbols": ["C", "C", "C", "H", "C", "C", "H", "H", "H", "H", "Mn", "Cl", "C", "C", "C", "H", "C", "C", "H", "H", "H", "H", "C", "C", "C", "O", "B", "O", "C", "C", "C", "H", "H", "H", "H", "H", "H", "H", "H", "H", "H", "H", "H"], "xyz": [[-1.28070, 3.69678, -1.45156], [-2.70951, 3.74458, -1.85993], [-2.95104, 2.66726, -2.75223], [-3.42219, 4.51306, -1.59370], [-1.78294, 1.90312, -2.90104], [-0.76190, 2.43871, -2.04403], [0.22918, 2.00036, -1.84701], [-0.85071, 4.20765, -0.56989], [-3.85421, 2.57081, -3.35681], [-1.59912, 1.16945, -3.69575], [-2.08186, 2.26889, -0.34991], [-0.94698, 0.95122, 1.19632], [-3.31744, -2.52884, 0.33881], [-2.76610, -2.10549, -0.89682], [-3.49399, -0.95059, -1.31360], [-1.87080, -2.48003, -1.39552], [-4.51238, -0.69938, -0.36037], [-4.45371, -1.74856, 0.61029], [-5.15481, -1.88582, 1.42208], [-2.94021, -3.32544, 1.00313], [-3.23137, -0.23666, -2.07681], [-5.01372, 0.26158, -0.26966], [1.86331, -2.17325, 0.22762], [2.20634, -1.31350, 1.44242], [2.97109, -2.17901, 2.44239], [0.96889, -0.87884, 2.04817], [0.70823, 0.30005, 1.43931], [1.74274, 0.95866, 0.88017], [2.86997, 0.07590, 1.00630], [3.76798, 0.59300, 2.12204], [3.57148, 0.11073, -0.35698], [1.34774, -3.08432, 0.55593], [2.76855, -2.48759, -0.30983], [1.21542, -1.64144, -0.48033], [2.38877, -3.07431, 2.69338], [3.91975, -2.52754, 2.00439], [3.19049, -1.68998, 3.39170], [4.51744, -0.15888, 2.37569], [4.27935, 1.49599, 1.80193], [3.19598, 0.83135, 3.02299], [2.84952, 0.15654, -1.17452], [4.20034, 0.99890, -0.43356], [4.22311, -0.74515, -0.53521]], "forces_ev_per_angstrom": [[-0.900, -0.563, -1.210], [1.763, 0.285, 1.310], [0.732, -0.074, -0.503], [0.128, -0.013, -0.087], [0.256, 0.639, -0.181], [-0.197, 1.026, 0.778], [-0.566, 0.453, -0.388], [0.031, 0.215, -0.935], [0.227, -0.238, 0.451], [-0.306, -0.019, 0.837], [-1.290, -2.253, -0.578], [-0.428, -0.520, 1.027], [-0.347, -0.537, -0.093], [0.190, 1.107, -0.074], [0.923, -0.122, 0.742], [-0.308, -0.060, 0.181], [0.427, -0.190, 0.719], [0.353, 0.988, -0.053], [0.176, 0.076, 0.136], [-0.338, 0.274, -0.683], [-0.001, -0.259, -0.485], [-0.636, -0.437, -0.246], [-0.112, -0.209, -0.159], [0.782, -0.274, -0.547], [0.217, -0.100, 0.060], [-0.718, 0.414, -0.219], [0.095, 0.127, -0.303], [-0.612, 0.086, -0.029], [0.887, -0.658, 0.279], [0.064, 0.046, -0.047], [0.129, -0.171, 0.061], [-0.011, 0.293, -0.088], [-0.199, 0.143, 0.211], [0.066, -0.095, 0.139], [-0.024, 0.240, -0.246], [-0.274, 0.180, 0.082], [-0.043, 0.195, -0.150], [0.022, 0.155, -0.043], [0.028, 0.137, -0.016], [-0.008, -0.153, -0.082], [-0.038, -0.133, 0.153], [-0.112, 0.052, 0.097], [-0.027, -0.055, 0.182]]}

No. 2
{"formula": "C16H22BN7Zn", "method": "wB97M-V/def2-TZVPD", "lumo_energy_ha": [-0.08007, -0.08007], "homo_ha": [-0.2562, -0.2562], "charge": 0, "energy_ha": -2810.1974, "symbols": ["H", "N", "B", "N", "C", "Zn", "H", "C", "H", "C", "H", "C", "H", "H", "H", "N", "N", "N", "N", "C", "C", "H", "H", "C", "C", "C", "C", "H", "H", "H", "H", "H", "C", "C", "C", "C", "C", "C", "N", "H", "H", "H", "H", "H", "H", "H", "H"], "xyz": [[-0.23199, -2.94165, 0.44560], [0.29649, -1.26647, -0.70927], [0.82011, 0.37781, -2.59988], [0.38793, -1.01929, -2.06161], [0.17944, -2.16781, -2.73384], [0.81091, 0.50623, 0.92840], [0.31618, -2.21764, -3.80456], [-0.10243, -3.16674, -1.80626], [-0.27254, -4.21626, -1.98266], [-0.07311, -2.55415, -0.55500], [1.04218, 0.36108, -3.76864], [0.40540, 2.10165, 1.80969], [0.06308, 1.95434, 2.84331], [-0.44133, 2.61038, 1.26919], [1.24948, 2.79036, 1.83804], [2.05888, 0.77003, -1.75625], [-0.31958, 1.36588, -2.27815], [2.11033, 0.76851, -0.32892], [-0.62412, 1.55760, -0.94500], [3.26665, 1.03557, -2.23490], [-1.12572, 2.11417, -3.06618], [3.38500, 1.06658, -3.30713], [-1.06026, 2.09928, -4.14581], [4.14894, 1.28492, -1.19796], [-1.93945, 2.87955, -2.22005], [3.38521, 1.14274, -0.01594], [-1.55936, 2.51338, -0.90900], [5.18259, 1.55703, -1.26022], [-2.68763, 3.60676, -2.45687], [3.70595, 1.24729, 1.00821], [-1.91664, 2.91790, 0.03211], [1.31927, -1.35577, 0.63499], [-3.14099, 0.15839, 1.03579], [-2.30354, -0.65202, 1.93129], [-2.77118, -1.56632, 2.92286], [-1.61308, -2.16823, 3.47840], [-0.48466, -1.57056, 2.81620], [0.95822, -1.85750, 2.88567], [-0.94178, -0.66241, 1.91655], [-2.97428, 1.23377, 1.18459], [-4.19111, -0.08019, 1.24202], [-2.92430, -0.08782, -0.01184], [-3.81929, -1.75190, 3.13858], [-1.53298, -2.92894, 4.24084], [1.42282, -1.24071, 3.67081], [1.12401, -2.92323, 3.08750], [1.41231, -1.62560, 1.79531]], "forces_ev_per_angstrom": [[-0.086, 0.008, -0.208], [-0.471, -0.334, 0.007], [-0.943, 0.288, 1.096], [0.947, -0.970, 0.721], [0.161, 0.053, 0.900], [-3.633, -0.600, 0.573], [-0.290, 0.103, 0.084], [-0.240, -0.436, 0.037], [-0.138, 0.105, -0.173], [0.526, 0.326, -0.762], [0.211, -0.129, -0.120], [-0.934, 1.924, 1.604], [0.080, 0.181, -0.084], [1.021, -0.549, 0.616], [0.004, 0.320, 0.026], [0.231, -0.552, 2.186], [-0.669, -0.016, 0.878], [4.108, 1.074, -3.839], [0.142, 0.638, -1.063], [0.109, 0.347, 0.201], [-0.295, 0.622, 0.991], [0.196, 0.035, 0.072], [0.072, -0.068, 0.167], [-0.456, 0.025, 0.833], [0.652, -0.548, 0.082], [-0.826, -0.699, -1.908], [0.391, -0.676, -0.979], [0.167, 0.048, -0.068], [-0.119, 0.128, -0.320], [-0.163, 0.018, 0.038], [0.004, -0.234, -0.270], [-0.582, -0.078, -0.730], [-0.307, 0.103, -0.437], [1.090, -0.879, 1.338], [1.311, 0.130, 0.076], [-0.009, 0.081, -1.069], [-1.146, -0.378, -0.314], [-1.553, -0.376, 1.348], [0.165, 0.267, -0.508], [-0.068, -0.271, -0.072], [0.164, 0.199, -0.129], [-0.066, 0.240, 0.118], [0.307, -0.045, 0.100], [-0.178, 0.035, 0.032], [0.729, 0.120, -1.059], [0.224, 0.224, 0.087], [0.165, 0.199, -0.097]]}